The following is a DFT calculation (wB97M-V/def2-TZVPD) of a structure of composition C24H22AsF6MoN6O4.

Structure (XYZ):
```
64
Properties=species:S:1:pos:R:3
Mo 0.49129 0.02508 0.44391
O 1.15296 1.99991 -3.24540
C 1.14704 1.20364 -2.33912
N 0.97807 1.50975 -0.99695
C 1.16137 2.78037 -0.56120
C 1.84568 3.81853 -1.21534
C 1.95877 5.04099 -0.59771
C 1.41011 5.26164 0.68308
C 0.73338 4.26615 1.35427
C 0.58324 3.01356 0.74152
N -0.06111 1.91859 1.23072
C -1.05798 2.07619 2.16889
O -1.56134 3.12192 2.50763
C -1.43755 0.75671 2.73645
C -2.49378 0.64040 3.62965
C -2.72488 -0.58774 4.22707
C -1.85102 -1.62800 3.94198
C -0.82282 -1.42788 3.03006
N -0.63732 -0.26552 2.39967
C 1.36746 -0.25626 -2.49449
C 1.62900 -0.82087 -3.73511
C 1.96904 -2.16576 -3.79775
C 2.10116 -2.85835 -2.60282
C 1.83018 -2.21095 -1.40297
N 1.41763 -0.94432 -1.34079
H 2.26950 3.65571 -2.19296
H 2.48598 5.84168 -1.09555
H 1.53680 6.22615 1.14874
H 0.31847 4.44747 2.33373
H -3.09597 1.51047 3.84107
H -3.54807 -0.71524 4.91142
H -1.96181 -2.58850 4.42108
H -0.12633 -2.22712 2.80680
H 1.56438 -0.19592 -4.61444
H 2.13791 -2.64721 -4.74812
H 2.39363 -3.89830 -2.59261
H 1.93507 -2.73809 -0.46402
N 3.29861 0.34994 1.88570
C 2.28496 0.20616 1.32358
H 4.16296 0.44710 2.38207
O -1.75006 -1.99655 -1.39075
C -2.24279 -1.11490 -0.63460
O -1.59036 -0.13600 -0.23794
C -3.73128 -1.11678 -0.22853
N -4.48885 -2.33733 -0.60973
C -5.83868 -1.89502 -1.04349
C -5.48036 -0.66376 -1.85484
C -4.48145 0.04227 -0.93700
H -3.75782 -0.98538 0.85787
H -4.50677 -3.05910 0.12002
H -4.02330 -2.76646 -1.43135
H -6.44225 -1.63452 -0.17133
H -6.34374 -2.67631 -1.61052
H -6.33703 -0.03904 -2.08797
H -5.00794 -0.96593 -2.79035
H -5.01154 0.64402 -0.20023
H -3.80771 0.69473 -1.48860
F 0.20261 -1.80517 0.66291
As -1.55492 -4.03230 -1.64321
F -0.15434 -3.99558 -0.67362
F -0.72890 -3.53184 -3.05362
F -1.49081 -5.69237 -1.87948
F -3.11644 -3.89932 -2.50618
F -2.52570 -4.09827 -0.11784
```

* ΔE to the lowest compared entry with this formula, charge and spin: 0.00 kcal/mol
* E_LUMO (alpha / beta): -8.383 / -8.318 eV
* spin multiplicity: 2
* charge: +2
* orbital gap (alpha / beta): 5.46 / 5.47 eV
* HOMO energy (alpha / beta): -13.844 / -13.785 eV
* energy: -4460.11166 Ha

=====

The following is a DFT calculation (wB97M-V/def2-TZVPD) of a structure of composition C28H19ClIIrN2OS4.

Structure (XYZ):
```
57
Properties=species:S:1:pos:R:3
Ir -0.12682 0.69717 0.47474
S 0.32557 2.62378 1.65657
C 1.16388 2.08446 3.09033
C 1.19365 2.86126 4.24485
C 1.91580 2.42607 5.34721
C 2.60970 1.22219 5.31979
C 2.58749 0.44092 4.17498
C 1.86907 0.88418 3.07357
S 1.83771 -0.08127 1.59330
C 2.93888 0.93875 0.49541
C 2.41108 1.19044 -0.89676
C 3.24007 1.48836 -1.96685
C 2.66615 1.83274 -3.17904
C 1.28363 1.88521 -3.31455
C 0.49655 1.54594 -2.23218
C -1.02667 1.56755 -2.27993
S -1.56903 2.11695 -0.60769
C -3.14402 1.48441 -0.08901
C -4.30542 1.93719 -0.67819
C -5.53737 1.54169 -0.16259
C -5.58945 0.72709 0.95969
C -4.42269 0.30221 1.56867
C -3.17434 0.67128 1.05505
S -1.76883 0.08658 1.89949
N 1.08866 1.20049 -1.07013
H 0.63934 3.78981 4.28195
H 1.92482 3.02913 6.24537
H 3.15713 0.88813 6.18990
H 3.11046 -0.50636 4.13787
H 3.91665 0.46125 0.46019
H 3.03425 1.90188 0.99940
H 4.31407 1.46459 -1.84725
H 3.29758 2.07485 -4.02319
H 0.82625 2.17881 -4.24867
H -1.43059 0.57229 -2.45379
H -1.38064 2.27389 -3.02751
H -4.25485 2.59099 -1.53920
H -6.45059 1.88098 -0.63183
H -6.54421 0.42346 1.36615
H -4.46250 -0.33359 2.44397
Cl -0.56155 -6.11040 -3.01553
C -0.72427 -4.52506 -2.32776
C -1.93488 -3.90741 -2.34168
C -2.08830 -2.62064 -1.79243
I -3.95733 -1.71225 -1.89315
C -1.04034 -1.92932 -1.21177
O -1.21050 -0.71381 -0.74957
C 0.23959 -2.59250 -1.19854
N 1.26192 -1.90617 -0.63853
C 2.45282 -2.45911 -0.65150
C 2.72613 -3.72606 -1.19412
C 1.69923 -4.43762 -1.74140
C 0.40424 -3.87971 -1.76394
H -2.78626 -4.40823 -2.78130
H 3.26560 -1.89614 -0.19939
H 3.73204 -4.12134 -1.16671
H 1.86144 -5.41994 -2.16279
```

* ΔE to the lowest compared entry with this formula, charge and spin: 10.05 kcal/mol
* E_LUMO (alpha / beta): -2.991 / -5.593 eV
* spin multiplicity: 2
* charge: +1
* orbital gap (alpha / beta): 6.80 / 4.16 eV
* HOMO energy (alpha / beta): -9.787 / -9.756 eV
* energy: -3717.98950 Ha

=====

The following is a DFT calculation (wB97M-V/def2-TZVPD) of a structure of composition C14H17N9PdS3.

Structure (XYZ):
```
44
Properties=species:S:1:pos:R:3
Pd 1.75605 -0.97850 0.10127
S -0.58971 -0.33146 1.26513
C 0.08672 -0.18203 2.84105
C -0.76037 -0.49856 3.90271
C -0.37659 -0.40725 5.23943
C -1.26265 -0.77449 6.25207
N -2.00461 -1.10004 7.07706
C 0.93354 0.05037 5.54045
C 1.78989 0.37139 4.48679
C 1.42360 0.25455 3.14655
S 2.62517 0.64979 1.98060
C 1.36125 0.18501 6.86191
N 1.71949 0.30343 7.95502
H -1.76103 -0.83268 3.65773
H 2.79368 0.71125 4.71650
C 0.08361 -2.87952 -2.03692
N 0.65702 -1.70511 -2.67604
C -0.38809 -0.77723 -3.05566
C 1.74953 -1.14173 -1.96867
S 1.83296 0.56000 -1.79874
N 2.97168 -1.87932 -2.19450
C 4.15744 -1.15027 -1.75809
C 3.11317 -2.38308 -3.54974
H -0.37803 -2.61561 -1.06929
H 0.85962 -3.62125 -1.85754
H -0.67376 -3.30063 -2.70296
H -1.13020 -1.33398 -3.63501
H 0.04295 0.00702 -3.67929
H -0.88129 -0.31277 -2.19080
H 4.01342 -0.82931 -0.70785
H 4.31671 -0.24665 -2.36310
H 5.03455 -1.80080 -1.84055
H 2.34607 -3.13351 -3.74070
H 4.09914 -2.84343 -3.65769
H 3.00912 -1.58723 -4.30229
N 4.49871 -4.25470 -0.26275
N 3.38083 -3.66499 0.29869
N 3.49130 -2.75975 1.25792
C 2.19195 -2.45792 1.48460
N 1.37663 -3.20714 0.67816
N 2.15662 -3.94789 -0.05808
H 5.28579 -3.83078 0.22775
H 4.54393 -4.00083 -1.25286
H 1.86550 -2.11769 2.45965
```

* ΔE to the lowest compared entry with this formula, charge and spin: 20.02 kcal/mol
* E_LUMO: 4.709 eV
* charge: -2
* orbital gap: 5.27 eV
* HOMO energy: -0.557 eV
* energy: -2358.88754 Ha

=====

The following is a DFT calculation (wB97M-V/def2-TZVPD) of a structure of composition C41H41NO2P2PtS2.

Structure (XYZ):
```
90
Properties=species:S:1:pos:R:3
Pt -0.12306 0.43306 0.08039
O 1.88958 -0.04547 -0.14429
S 2.95398 0.16772 -1.24424
C 4.33048 0.83022 -0.29576
C 4.58214 0.08072 1.01904
C 4.53378 1.01713 2.22454
C 3.16373 1.64138 2.46226
S 1.91572 0.80916 3.52468
O 0.62230 0.98891 2.76530
C 2.36369 -0.90699 3.38413
C 3.40093 -1.38833 4.17289
C 3.75231 -2.72707 4.08334
C 3.04572 -3.57572 3.24156
C 1.97615 -3.09324 2.49833
C 1.62993 -1.75228 2.56863
C 3.56571 -1.47112 -1.55877
C 4.73302 -1.61427 -2.30087
C 5.19306 -2.89001 -2.57854
C 4.48731 -3.99941 -2.12872
C 3.31662 -3.83832 -1.40603
C 2.84239 -2.56551 -1.11726
H 4.05503 1.87651 -0.14061
H 5.18429 0.82802 -0.97330
H 5.55553 -0.40638 0.97303
H 3.84301 -0.71261 1.14577
H 5.24781 1.83095 2.07560
H 4.87826 0.48302 3.11007
H 2.60618 1.76977 1.53195
H 3.26656 2.62006 2.93191
H 3.92045 -0.73259 4.86082
H 4.56227 -3.11189 4.68738
H 3.31179 -4.62233 3.18732
H 1.40513 -3.76879 1.87425
H 0.77913 -1.35573 2.02579
H 5.27498 -0.75443 -2.67332
H 6.10116 -3.01846 -3.15040
H 4.85223 -4.99293 -2.34904
H 2.76622 -4.70473 -1.06648
H 1.93663 -2.42754 -0.54494
C -3.58368 3.01491 0.54439
N -2.43813 2.14249 0.27403
P -2.26382 0.47606 0.52647
C -3.42602 -0.42220 -0.47085
C -4.67854 -0.75249 0.04968
C -5.62446 -1.34228 -0.77289
C -5.31822 -1.61346 -2.09892
C -4.06119 -1.31452 -2.61130
C -3.11265 -0.71767 -1.80015
C -2.55465 0.06042 2.24036
C -2.94290 0.99029 3.19778
C -3.10350 0.59155 4.51742
C -2.87116 -0.72545 4.88046
C -2.47494 -1.65571 3.92670
C -2.31836 -1.26565 2.60950
P -0.83604 2.49832 -0.04417
C -0.35198 3.98656 0.79071
C 0.32490 3.99633 2.00690
C 0.64038 5.21091 2.59716
C 0.27105 6.39800 1.98001
C -0.41467 6.38488 0.77252
C -0.72354 5.18114 0.16266
C -0.59288 2.76370 -1.79974
C -1.53753 2.36341 -2.74163
C -1.22937 2.41146 -4.09038
C 0.02202 2.85032 -4.50722
C 0.95684 3.27600 -3.57368
C 0.64745 3.24545 -2.22249
H -4.35999 2.43713 1.04270
H -3.99508 3.41197 -0.38352
H -3.28362 3.83989 1.18991
H -4.90799 -0.55955 1.09047
H -6.59722 -1.59871 -0.37790
H -6.06085 -2.07421 -2.73577
H -3.82299 -1.55554 -3.63771
H -2.11805 -0.50539 -2.17821
H -3.09627 2.02874 2.94171
H -3.40827 1.31436 5.26181
H -2.99888 -1.03148 5.90951
H -2.29358 -2.68286 4.21177
H -2.02117 -1.99866 1.86637
H 0.56183 3.06232 2.48699
H 1.16407 5.23386 3.54322
H 0.51533 7.34428 2.44402
H -0.70129 7.31428 0.30008
H -1.23417 5.17294 -0.79210
H -2.52432 2.04264 -2.42026
H -1.96917 2.11509 -4.82124
H 0.25738 2.88266 -5.56192
H 1.91760 3.65292 -3.89672
H 1.36409 3.62468 -1.50146
```

* ΔE to the lowest compared entry with this formula, charge and spin: 15.82 kcal/mol
* E_LUMO: -6.405 eV
* charge: +2
* orbital gap: 6.95 eV
* HOMO energy: -13.359 eV
* energy: -3390.11832 Ha